{
  "formula": "C29H79N5O9",
  "method": "wB97M-V/def2-TZVPD",
  "smiles": "CC1(C)CCCC(C)(C)N1O.COC[C@H](C)N.COC[C@H](C)N.COC[C@H](C)N.COC[C@H](C)N.CO.CO.CO.CO",
  "e_lumo_ev": 0.4,
  "homo_ev": -8.53,
  "energy_ha": -2103.04622,
  "spin_multiplicity": 1,
  "symbols": ["C", "C", "C", "C", "C", "C", "C", "C", "C", "N", "O", "H", "H", "H", "H", "H", "H", "H", "H", "H", "H", "H", "H", "H", "H", "H", "H", "H", "H", "H", "C", "O", "C", "C", "C", "N", "H", "H", "H", "H", "H", "H", "H", "H", "H", "H", "H", "C", "O", "C", "C", "C", "N", "H", "H", "H", "H", "H", "H", "H", "H", "H", "H", "H", "C", "O", "C", "C", "C", "N", "H", "H", "H", "H", "H", "H", "H", "H", "H", "H", "H", "C", "O", "C", "C", "C", "N", "H", "H", "H", "H", "H", "H", "H", "H", "H", "H", "H", "C", "O", "H", "H", "H", "H", "C", "O", "H", "H", "H", "H", "C", "O", "H", "H", "H", "H", "C", "O", "H", "H", "H", "H"],
  "positions_angstrom": [[0.974, -8.646, 16.132], [0.023, -9.433, 17.045], [0.337, -8.931, 18.468], [-1.436, -9.196, 16.742], [-1.831, -9.833, 15.405], [-1.604, -11.348, 15.454], [-0.232, -11.766, 16.009], [-0.340, -13.190, 16.528], [0.779, -11.780, 14.847], [0.236, -10.880, 17.081], [1.493, -11.267, 17.563], [0.808, -8.763, 15.059], [0.828, -7.576, 16.306], [2.021, -8.877, 16.333], [1.366, -8.598, 18.589], [-0.275, -8.048, 18.685], [0.086, -9.697, 19.197], [-2.143, -9.571, 17.489], [-1.634, -8.121, 16.665], [-2.865, -9.632, 15.133], [-1.153, -9.432, 14.646], [-1.610, -11.658, 14.404], [-2.433, -11.882, 15.915], [0.619, -13.620, 16.840], [-0.700, -13.872, 15.758], [-0.953, -13.265, 17.432], [0.406, -12.387, 14.011], [1.735, -12.249, 15.084], [0.871, -10.801, 14.373], [2.151, -10.978, 16.913], [-8.756, -16.586, 23.836], [-8.792, -15.379, 23.098], [-8.342, -15.437, 21.762], [-6.931, -15.942, 21.600], [-5.889, -15.063, 22.292], [-6.587, -16.167, 20.200], [-8.402, -17.435, 23.247], [-9.782, -16.877, 24.096], [-8.177, -16.459, 24.748], [-9.045, -15.944, 21.090], [-8.344, -14.385, 21.452], [-6.859, -16.957, 22.013], [-4.888, -15.459, 22.147], [-6.039, -14.979, 23.375], [-6.083, -14.053, 21.919], [-5.697, -16.621, 20.050], [-6.538, -15.275, 19.714], [0.210, -16.820, 15.620], [-0.943, -17.364, 16.198], [-1.682, -16.484, 17.004], [-2.364, -17.328, 18.067], [-3.465, -18.186, 17.470], [-3.035, -16.513, 19.093], [0.022, -15.791, 15.299], [0.576, -17.423, 14.794], [1.021, -16.767, 16.364], [-1.024, -15.743, 17.485], [-2.426, -15.844, 16.497], [-1.594, -17.899, 18.589], [-3.104, -19.010, 16.857], [-4.118, -17.555, 16.850], [-4.173, -18.544, 18.220], [-2.488, -15.711, 19.383], [-3.931, -16.165, 18.776], [-2.611, -9.491, 24.114], [-3.085, -9.209, 22.800], [-2.424, -9.933, 21.798], [-3.346, -10.985, 21.164], [-3.879, -12.042, 22.102], [-2.708, -11.660, 20.022], [-3.116, -10.411, 24.425], [-2.938, -8.695, 24.781], [-1.527, -9.578, 24.183], [-2.075, -9.308, 20.970], [-1.514, -10.451, 22.141], [-4.177, -10.380, 20.782], [-4.557, -11.652, 22.861], [-3.076, -12.623, 22.559], [-4.502, -12.706, 21.501], [-1.874, -12.152, 20.353], [-2.275, -10.973, 19.404], [-9.613, -7.865, 14.511], [-8.768, -8.947, 14.132], [-8.627, -9.900, 15.157], [-7.405, -10.750, 14.901], [-7.390, -12.042, 15.679], [-6.167, -9.952, 15.269], [-10.618, -8.188, 14.792], [-9.574, -7.189, 13.663], [-9.173, -7.362, 15.383], [-8.565, -9.431, 16.146], [-9.505, -10.568, 15.129], [-7.259, -10.938, 13.837], [-8.240, -12.670, 15.394], [-7.476, -11.904, 16.760], [-6.500, -12.635, 15.486], [-6.389, -9.480, 16.153], [-6.261, -9.120, 14.674], [-6.998, -11.318, 20.115], [-8.135, -11.989, 20.651], [-6.378, -12.010, 19.543], [-7.294, -10.435, 19.543], [-6.383, -10.928, 20.932], [-8.160, -12.867, 20.265], [-6.558, -16.268, 16.235], [-7.613, -15.394, 15.862], [-5.624, -15.757, 16.470], [-6.908, -16.910, 17.041], [-6.345, -16.957, 15.406], [-7.571, -15.249, 14.915], [-4.875, -13.321, 17.662], [-4.508, -13.801, 18.961], [-4.576, -12.273, 17.555], [-4.342, -13.863, 16.874], [-5.958, -13.383, 17.602], [-3.883, -13.127, 19.294], [-1.679, -14.823, 21.521], [-1.140, -14.274, 20.306], [-1.530, -15.905, 21.552], [-1.196, -14.351, 22.376], [-2.751, -14.662, 21.452], [-0.185, -14.385, 20.296]],
  "forces_ev_per_a": [[-0.3539, 0.3969, -0.7400], [1.0195, -0.1076, 1.1020], [-0.4960, 0.5266, 0.1246], [-1.1046, 0.3491, -1.1849], [0.6706, -0.4421, 0.4878], [0.0420, 0.5447, -0.6850], [0.7786, -0.2153, -0.5722], [0.4112, -0.6021, 0.7307], [-0.4309, -0.3024, -1.1084], [-1.3167, -0.5689, 0.3670], [0.0941, 0.2686, -0.0961], [-0.0389, -0.2461, 0.0782], [0.1281, -0.0545, 0.2028], [-0.0146, -0.0339, 0.1068], [0.1165, -0.3421, 0.0389], [-0.0204, -0.0501, -0.0652], [0.1099, -0.0632, 0.0979], [0.4604, -0.1300, 0.3773], [0.2215, 0.0116, 0.1717], [-0.0078, 0.1590, -0.0401], [-0.3324, 0.1275, -0.1853], [-0.1248, -0.3379, 0.1148], [0.0371, 0.1163, 0.4512], [0.1369, 0.3656, -0.1619], [-0.3425, 0.2384, -0.0380], [-0.3230, 0.1534, -0.2522], [-0.1559, -0.1613, 0.3134], [0.1412, 0.4232, 0.2615], [0.4157, 0.1037, 0.3352], [0.0910, -0.0355, -0.0932], [-0.8518, -0.3639, -0.3879], [0.2109, -0.0750, 0.2248], [-0.1052, 0.7909, -0.3626], [1.4612, -1.5806, 0.1892], [-1.0888, 0.2618, 0.6437], [-0.9907, 0.6583, -0.7258], [0.3574, 0.1118, 0.0804], [0.0603, 0.2517, 0.2037], [0.1439, -0.0401, -0.0355], [0.1054, -0.3619, 0.1929], [-0.0979, -0.0843, 0.0258], [-0.1620, 0.1585, 0.2636], [0.0998, 0.2963, -0.3696], [-0.1623, -0.1955, -0.0497], [0.7090, 0.0316, -0.1636], [0.1285, -0.0040, 0.4239], [0.1741, -0.0649, -0.0624], [0.4017, 0.7100, 0.5410], [-0.3287, -0.3927, -0.6577], [0.3260, 0.3664, 0.8184], [-0.9889, 0.6753, 0.7177], [-0.4598, -0.0990, -0.3541], [0.1704, -0.1201, 0.1035], [0.1039, -0.1079, -0.3259], [-0.3225, -0.1483, -0.0979], [-0.0609, 0.0050, -0.0235], [0.1504, -0.2765, 0.1240], [0.0228, -0.4483, -0.4773], [-0.0173, -0.2987, -0.2232], [0.0125, 0.0023, 0.0195], [0.3681, 0.0230, -0.2071], [0.4636, -0.3096, 0.2726], [0.0188, 0.0500, -0.2313], [0.1179, 0.1949, -0.1581], [-0.9274, -0.2293, -0.1400], [0.7475, 0.5223, 0.1389], [0.2288, -1.2054, -0.5368], [-0.0235, 0.6710, -0.1715], [-0.5087, -0.0109, -0.1974], [0.6078, 0.2962, 0.0156], [0.4190, -0.1063, 0.3532], [-0.0345, 0.1121, -0.1261], [0.0583, -0.0684, -0.1736], [-0.1646, 0.5248, 0.1906], [-0.1128, 0.1377, 0.3760], [-0.1423, -0.3117, -0.1050], [0.2901, 0.1961, 0.1411], [-0.0179, 0.0427, 0.0931], [0.1780, -0.1966, 0.0633], [-0.3107, -0.4135, 0.0386], [-0.3791, 0.0829, -0.1577], [0.9777, -0.1922, 0.1029], [-0.0223, 0.4144, 0.2346], [-0.8359, -1.1017, -0.5762], [1.8292, 0.8879, 0.7159], [-0.6812, -0.5349, -0.1005], [-1.0126, 0.7740, -0.3183], [-0.1158, -0.0299, -0.3054], [-0.4670, 0.1274, 0.0407], [-0.1082, 0.0861, -0.0418], [0.0115, 0.0095, 0.0288], [-0.0849, 0.2057, 0.2685], [-0.4629, -0.1208, -0.0544], [0.0019, 0.0438, 0.0196], [0.0784, 0.2392, -0.0211], [0.1420, 0.2042, -0.0484], [0.2491, -0.6039, 0.2694], [0.4800, -0.3199, -0.2726], [0.1436, 0.1035, 0.4724], [0.1139, 0.1274, -0.1156], [0.0351, 0.2297, -0.1926], [-0.0972, -0.2490, -0.3070], [-0.0595, -0.1700, 0.0953], [-0.1248, 0.0460, -0.0347], [-0.1923, -0.8094, -0.8624], [0.0090, 0.2023, 0.2391], [-0.1201, 0.1560, 0.2691], [0.1370, 0.3113, 0.3345], [0.1212, 0.0574, 0.0773], [0.0447, 0.0546, -0.0039], [0.3748, 0.2409, 0.7468], [0.1026, 0.4406, -0.3329], [-0.1753, 0.0554, -0.0300], [-0.3211, -0.2196, -0.0539], [0.0023, -0.1987, -0.4970], [0.1832, -0.1761, 0.2827], [0.4453, -0.2705, -0.6455], [-0.0083, 0.0290, 0.0410], [0.0832, 0.0174, 0.0952], [-0.3523, 0.0305, 0.2198], [-0.0150, 0.2267, 0.3411], [0.0021, -0.0766, 0.0464]]
}